{
  "formula": "C34H41N11O2SSc",
  "method": "wB97M-V/def2-TZVPD",
  "lumo_ha": -0.3387,
  "homo_lumo_gap_ev": 5.03,
  "homo_energy_ev": -14.2423,
  "fmax_ha_per_bohr": 0.0564,
  "charge": 3,
  "e_above_lowest_kcal_mol": 0.0,
  "total_energy_ha": -3231.18121,
  "elements": ["Sc", "C", "C", "N", "C", "C", "S", "C", "C", "N", "H", "H", "H", "H", "H", "H", "H", "H", "H", "H", "H", "H", "H", "H", "O", "C", "C", "C", "C", "C", "C", "C", "C", "N", "H", "H", "H", "H", "H", "H", "H", "H", "H", "H", "H", "C", "N", "C", "N", "C", "N", "C", "C", "C", "C", "C", "C", "C", "N", "N", "C", "O", "C", "C", "C", "C", "C", "C", "N", "C", "N", "C", "N", "C", "H", "H", "H", "H", "H", "H", "H", "H", "H", "H", "H", "H", "H", "H", "H", "H"],
  "xyz": [[-0.77230, -0.08170, -0.07650], [-3.78800, 0.55300, -0.92090], [-3.12020, 1.64650, -1.77130], [-1.64220, 1.62880, -1.63430], [-1.09460, 2.99820, -1.48430], [-1.28490, 3.56350, -0.07920], [-0.85950, 2.34680, 1.22660], [-2.45690, 2.17410, 2.10960], [-3.58910, 1.64090, 1.24340], [-3.16730, 0.48490, 0.41670], [-4.86220, 0.77100, -0.86280], [-3.67730, -0.42670, -1.39290], [-3.42510, 1.50970, -2.81220], [-3.49310, 2.62850, -1.46640], [-1.25500, 1.27680, -2.51230], [-0.02820, 2.95790, -1.71470], [-1.55250, 3.69930, -2.19680], [-0.62500, 4.41820, 0.07540], [-2.30400, 3.89300, 0.11280], [-2.23940, 1.49620, 2.93320], [-2.71360, 3.14840, 2.52540], [-4.42290, 1.36900, 1.90060], [-3.95760, 2.43160, 0.58880], [-3.54350, -0.34440, 0.87860], [1.25180, -0.80880, 0.91270], [2.01660, -0.01570, 1.84730], [1.66540, -0.36440, 3.28730], [0.15470, -0.23330, 3.53530], [-0.66450, -1.42050, 3.10410], [-0.78110, -2.49170, 3.99110], [-1.61200, -3.55520, 3.69710], [-2.33070, -3.50150, 2.50700], [-2.12660, -2.43700, 1.65350], [-1.29520, -1.40370, 1.90860], [1.54230, -1.72150, 1.07240], [1.77030, 1.02800, 1.62900], [3.08560, -0.16690, 1.66590], [2.18610, 0.33960, 3.93630], [2.01220, -1.37140, 3.53640], [-0.18690, 0.67440, 3.03000], [-0.00920, -0.10580, 4.60630], [-0.23260, -2.47070, 4.92080], [-1.71960, -4.39460, 4.36780], [-3.03490, -4.27610, 2.24970], [-2.66600, -2.40750, 0.70910], [4.29170, -0.84060, -3.11600], [3.13460, -0.27800, -2.45490], [1.91000, -0.77400, -2.26800], [1.16310, 0.08750, -1.56640], [2.03910, 1.11610, -1.35040], [3.21200, 0.91070, -1.87300], [4.29420, -0.66660, -4.62370], [5.44290, -0.24270, -5.28780], [5.46610, -0.14770, -6.67180], [4.34210, -0.45260, -7.41880], [3.19090, -0.87400, -6.75970], [3.17420, -0.99040, -5.36730], [1.97650, -1.21160, -7.46030], [1.64070, -1.09590, -8.71380], [0.39750, -1.49360, -8.84630], [-0.03960, -1.86350, -7.67700], [0.93260, -1.69830, -6.74830], [-1.31900, -2.36820, -7.24050], [-2.45520, -2.33830, -8.04630], [-3.65100, -2.80680, -7.53130], [-3.72060, -3.30690, -6.23930], [-2.58290, -3.36020, -5.44080], [-2.63310, -4.01490, -4.08180], [-1.98520, -3.26390, -3.03220], [-2.05730, -1.97420, -2.71080], [-1.34500, -1.73580, -1.60120], [-0.83830, -2.97060, -1.31030], [-1.21380, -3.88780, -2.15340], [-1.38480, -2.88860, -5.94630], [4.34860, -1.90760, -2.87690], [5.16310, -0.33500, -2.69550], [1.59180, -1.73810, -2.61530], [1.81310, 2.00180, -0.78800], [6.32920, 0.00290, -4.72380], [6.37130, 0.16270, -7.16750], [4.34200, -0.38440, -8.49430], [2.27460, -1.34540, -4.88440], [-2.38980, -1.95270, -9.05060], [-4.54020, -2.79040, -8.13850], [-4.65830, -3.68930, -5.86690], [-2.11720, -4.98110, -4.10950], [-3.67010, -4.20700, -3.78840], [-2.60640, -1.25450, -3.28470], [-0.20790, -3.17780, -0.46680], [-0.47670, -2.94610, -5.36290]]
}

{
  "formula": "C34H42AsN3O2PRuS",
  "method": "wB97M-V/def2-TZVPD",
  "lumo_ha": [-0.1600, -0.2720],
  "homo_lumo_gap_ev": [8.26, 6.26],
  "s2": 8.788,
  "homo_energy_ev": [-12.6100, -13.6583],
  "fmax_ha_per_bohr": 0.0045,
  "multiplicity": 6,
  "charge": 2,
  "e_above_lowest_kcal_mol": 0.0,
  "total_energy_ha": -4705.17444,
  "elements": ["Ru", "O", "C", "C", "C", "C", "C", "C", "C", "C", "N", "H", "H", "H", "H", "H", "H", "H", "H", "H", "H", "H", "S", "C", "C", "C", "C", "C", "C", "As", "C", "C", "C", "C", "C", "C", "C", "C", "C", "C", "C", "C", "H", "H", "H", "H", "H", "H", "H", "H", "H", "H", "H", "H", "H", "H", "N", "C", "N", "C", "C", "O", "C", "C", "H", "H", "H", "H", "H", "H", "H", "H", "C", "P", "C", "C", "H", "H", "H", "H", "H", "H", "H", "H", "H"],
  "xyz": [[-0.07265, 0.41327, -0.51596], [-1.61064, 2.25788, -0.32286], [-2.98877, 1.91000, -0.58339], [-3.43320, 2.35824, -1.96106], [-2.42670, 1.99407, -3.05065], [-2.28928, 0.52401, -3.34306], [-3.14726, -0.06399, -4.27329], [-2.96776, -1.38254, -4.64280], [-1.91874, -2.09028, -4.06755], [-1.13966, -1.45126, -3.12652], [-1.31517, -0.17710, -2.74775], [-1.45588, 3.18133, -0.55728], [-3.61643, 2.33978, 0.19907], [-3.02258, 0.82203, -0.48639], [-3.57869, 3.44215, -1.96762], [-4.41425, 1.92362, -2.16598], [-1.44805, 2.38354, -2.77237], [-2.71026, 2.49690, -3.97626], [-3.92576, 0.53793, -4.72236], [-3.61357, -1.84130, -5.37910], [-1.70376, -3.11313, -4.34236], [-0.32986, -1.98275, -2.64084], [-1.22770, 0.41982, 1.94654], [-0.43836, 1.27007, 3.18929], [-1.14404, 1.53896, 4.38378], [-0.53987, 2.22513, 5.41462], [0.78178, 2.63772, 5.28521], [1.50560, 2.36302, 4.12165], [0.91177, 1.68779, 3.07739], [1.84503, 1.26029, 1.43458], [3.59087, 2.03958, 1.72681], [4.70289, 1.24912, 1.99393], [5.94546, 1.84423, 2.17311], [6.07837, 3.22173, 2.09021], [4.96752, 4.01234, 1.82419], [3.72711, 3.42282, 1.63578], [2.14576, -0.63796, 1.66444], [2.09378, -1.25831, 2.90958], [2.24395, -2.63314, 3.00516], [2.43881, -3.39954, 1.86222], [2.49378, -2.78832, 0.61946], [2.35217, -1.40892, 0.52305], [-2.16809, 1.20005, 4.46678], [-1.08802, 2.43653, 6.32171], [1.26447, 3.16760, 6.09502], [2.53936, 2.67778, 4.05792], [4.61330, 0.17217, 2.06870], [6.80772, 1.22578, 2.38220], [7.04669, 3.68114, 2.23287], [5.06702, 5.08744, 1.76116], [2.87009, 4.05523, 1.42391], [1.93915, -0.67496, 3.80946], [2.21560, -3.11038, 3.97549], [2.56065, -4.47089, 1.94642], [2.66115, -3.37862, -0.27190], [2.43206, -0.94323, -0.45597], [-1.15585, -1.53641, -0.21405], [-1.94034, -2.38582, -0.11554], [-2.81189, -3.33427, -0.00287], [-3.76726, -3.64399, -1.07990], [-5.12051, -3.92482, -0.44585], [-5.00191, -4.93489, 0.53044], [-4.18626, -4.52419, 1.60686], [-2.76328, -4.28251, 1.12968], [-3.41167, -4.52431, -1.62099], [-3.80829, -2.79673, -1.76431], [-5.82221, -4.28415, -1.19646], [-5.52308, -3.00751, 0.00367], [-4.20731, -5.32108, 2.34792], [-4.59101, -3.61025, 2.06101], [-2.31431, -5.21489, 0.78005], [-2.13998, -3.85296, 1.91238], [1.11896, 2.53261, -3.41404], [1.61899, 1.22835, -2.24993], [2.09570, -0.13007, -3.36575], [3.23449, 1.82974, -1.68206], [1.95476, 2.78714, -4.06756], [0.81539, 3.43320, -2.87942], [0.29199, 2.19293, -4.03527], [2.84752, 0.20819, -4.08063], [1.23026, -0.49080, -3.91777], [2.51922, -0.95961, -2.79831], [3.88016, 2.02273, -2.53995], [3.72551, 1.09756, -1.03866], [3.12525, 2.75230, -1.11110]]
}

{
  "formula": "C34H43FNO11PTc",
  "method": "wB97M-V/def2-TZVPD",
  "lumo_ha": [-0.0183, -0.0201],
  "homo_lumo_gap_ev": [4.79, 6.61],
  "s2": 3.763,
  "homo_energy_ev": [-5.2926, -7.1553],
  "fmax_ha_per_bohr": 0.0141,
  "multiplicity": 4,
  "charge": 0,
  "e_above_lowest_kcal_mol": 10.7,
  "total_energy_ha": -2725.88924,
  "elements": ["Tc", "O", "C", "O", "C", "O", "C", "C", "O", "O", "H", "H", "H", "H", "H", "C", "C", "C", "C", "C", "C", "C", "F", "C", "C", "C", "O", "C", "C", "N", "C", "C", "O", "O", "H", "H", "H", "H", "H", "H", "H", "H", "H", "H", "H", "C", "C", "O", "P", "O", "C", "C", "O", "C", "C", "H", "H", "H", "H", "H", "H", "H", "H", "H", "H", "H", "H", "H", "H", "H", "C", "C", "C", "C", "C", "C", "C", "C", "C", "C", "H", "H", "H", "H", "H", "H", "H", "H", "H", "H", "H", "H"],
  "xyz": [[-0.77019, 0.74612, -1.65945], [-1.61546, 3.30206, 1.52542], [-1.69104, 2.56854, 0.45186], [-0.70073, 2.29060, -0.21394], [-3.05605, 2.01622, 0.12759], [-3.06540, 1.28290, -1.08294], [-3.42783, 2.04796, -2.26572], [-2.29035, 2.91197, -2.83586], [-2.56183, 4.03923, -3.19377], [-1.13226, 2.33031, -2.93301], [-0.64711, 3.41938, 1.74417], [-3.78657, 2.82708, 0.12355], [-3.31183, 1.32813, 0.93568], [-4.29806, 2.66489, -2.05467], [-3.67678, 1.29419, -3.01156], [-3.04839, -6.24709, 0.28260], [-4.05684, -5.10475, 0.30338], [-4.96775, -5.12139, 1.51973], [-4.16812, -4.89353, 2.79549], [-3.30167, -3.66462, 2.67285], [-2.88237, -2.98722, 3.79084], [-2.08280, -1.85451, 3.66465], [-1.70783, -1.21493, 4.78985], [-1.67532, -1.37757, 2.45586], [-2.09556, -2.04493, 1.30129], [-1.68046, -1.54514, -0.01457], [-0.87511, -0.58821, -0.07279], [-2.25228, -2.18589, -1.14605], [-3.02865, -3.29399, -0.94668], [-3.34638, -3.80412, 0.24231], [-2.91104, -3.17792, 1.40672], [-2.07795, -1.76660, -2.59099], [-2.61893, -2.42874, -3.45292], [-1.34660, -0.71909, -2.83433], [-3.55956, -7.20715, 0.36606], [-2.33548, -6.15721, 1.10384], [-2.48324, -6.23712, -0.64994], [-4.66914, -5.15322, -0.59524], [-5.49260, -6.07571, 1.55451], [-5.71664, -4.33289, 1.41164], [-3.54031, -5.76423, 3.00370], [-4.83646, -4.78126, 3.64903], [-3.17552, -3.32906, 4.77633], [-1.02971, -0.51048, 2.39152], [-3.42837, -3.80155, -1.81709], [4.77280, 0.02527, 2.46843], [3.77663, 0.61076, 1.50075], [2.87468, 1.48314, 2.22237], [1.34354, 1.55919, 1.66624], [1.10785, 3.20147, 1.82876], [1.77379, 4.00893, 0.82354], [2.87388, 4.81967, 1.46375], [0.46426, 1.16186, 2.97216], [0.83808, 1.51264, 4.32533], [1.48030, 0.33365, 5.01751], [5.49607, -0.58300, 1.92149], [4.28198, -0.60908, 3.20774], [5.31125, 0.81647, 2.99196], [3.21328, -0.17455, 0.99115], [4.28583, 1.20031, 0.73656], [1.01892, 4.64905, 0.36722], [2.17065, 3.36427, 0.03247], [2.46531, 5.50585, 2.20674], [3.39595, 5.40052, 0.70080], [3.58982, 4.16069, 1.95653], [-0.08525, 1.80131, 4.82560], [1.50522, 2.37445, 4.30523], [0.81550, -0.52994, 4.99679], [1.68917, 0.58497, 6.05966], [2.41704, 0.06980, 4.52823], [3.01148, -0.89580, -2.49010], [2.09876, 0.19866, -3.06982], [1.32867, -0.39319, -4.25928], [1.19451, 0.71641, -1.96101], [2.91560, 1.39702, -3.58371], [2.24580, 2.58438, -3.89888], [2.93719, 3.69363, -4.35771], [4.32028, 3.64818, -4.51161], [4.99416, 2.47436, -4.21903], [4.29536, 1.35711, -3.76284], [2.38872, -1.66070, -2.02292], [3.68276, -0.48580, -1.73001], [3.61894, -1.37632, -3.26624], [0.84235, -1.33009, -3.98216], [2.01689, -0.58546, -5.08671], [0.55553, 0.29425, -4.60710], [1.75553, 1.29074, -1.21506], [1.16932, 2.63470, -3.76608], [2.39446, 4.60095, -4.59675], [4.86387, 4.52098, -4.85323], [6.06898, 2.41904, -4.34651], [4.84681, 0.44985, -3.54927]]
}